Formula: C20H18N4O
Source: the Open Molecules 2025 dataset
Level of theory: the ωB97M-V functional and the def2-TZVPD basis

Structure (ORCA input):
```
! wB97M-V def2-TZVPD RIJCOSX def2/J DEFGRID3
* xyz 0 1
N 2.58937 -1.94609 0.63644
C -0.88481 -1.49672 0.57594
C 2.17916 -0.82467 -2.14065
H 1.72135 2.49867 -1.25077
C -0.38532 2.79413 -1.21006
H 2.50577 -2.16429 1.62174
H 3.95097 -1.49176 -0.86241
H 4.63957 -2.13362 0.63554
C 1.16456 -1.08752 -1.20445
C -1.54690 2.02570 0.74143
C -4.96154 -0.51368 -0.43810
N 2.95181 -0.54586 -2.94612
C 2.05391 1.11747 1.17616
C -3.53708 -0.85155 -0.12249
H -5.05581 -0.12549 -1.44892
C -2.53297 -0.67210 -1.03576
H -5.33654 0.23438 0.25965
C -1.19838 -0.98434 -0.71312
H 2.98130 1.01160 -0.65792
C 0.83612 1.71352 0.55501
C 3.88206 -1.46164 0.22569
H -5.59040 -1.39836 -0.34420
C 0.81248 2.33987 -0.68770
H -0.39610 3.27899 -2.17535
C -3.21684 -1.36660 1.15289
C 1.38081 -1.58099 0.12930
H -2.49806 2.97848 -0.92374
C 4.15333 -0.02661 0.73042
H -1.69116 -2.07556 2.47329
H -4.01732 -1.50575 1.86605
C -1.93577 -1.68603 1.49797
H -2.74639 -0.27951 -2.02051
H 5.10780 0.32777 0.33515
H -0.31343 1.09511 2.23449
C -0.35262 1.57374 1.26782
H 4.17786 -0.01315 1.82313
H -0.30939 -0.41849 -2.59409
O 2.11084 0.84723 2.36049
H -2.46260 1.90134 1.29950
C -1.56597 2.62963 -0.50435
N 0.36968 -1.78281 0.94772
C -0.12748 -0.79988 -1.59806
N 3.09413 0.86550 0.33295
*
```

Properties
DFT total energy	-29041.3695	eV
HOMO level	-8.1	eV
structure (SMILES)	Cc1ccc2nc(NCCNC(=O)c3ccccc3)c(C#N)cc2c1
frontier orbital gap	7.829	eV
energy relative to the best compared isomer or geometry (same formula, charge and spin)	0.130	eV
E_LUMO	-0.25	eV

=====

Formula: C20H18N4O2S
Source: the Open Molecules 2025 dataset
Level of theory: the ωB97M-V functional and the def2-TZVPD basis

Structure (ORCA input):
```
! wB97M-V def2-TZVPD RIJCOSX def2/J DEFGRID3
* xyz 0 1
C -0.99055 0.37614 -0.57117
S 1.34909 1.52378 -0.88398
H -0.40406 4.31929 0.24900
C -3.43958 -1.50824 -0.52621
H -4.49857 -3.35787 -0.60034
H 5.31496 -1.14834 -2.09075
C -1.09234 4.00807 -0.53948
C -4.54763 -2.30925 -0.34536
C 7.38442 0.56676 1.76507
H -2.06664 4.46358 -0.37835
C 7.70493 -0.69956 1.29702
H -0.69216 4.32675 -1.50427
O -6.91492 0.17706 0.98433
C 6.24705 1.17681 1.26416
C -5.80789 -0.44248 0.48363
C 6.88025 -1.29512 0.35955
H 3.65852 0.51796 -0.94732
C -4.69236 0.36934 0.30064
N -1.27038 2.58692 -0.51501
O 2.29018 -2.32425 -1.00427
C 1.21850 -0.23917 -0.85833
H -8.45086 -1.02323 0.26916
H 7.09250 -2.28008 -0.02685
H -7.89825 -1.38860 1.92894
H 7.99959 1.06386 2.49834
N 3.57836 -0.46926 -1.14934
H 8.58226 -1.21438 1.66105
C -5.73099 -1.79343 0.15987
H -2.53268 -1.92364 -0.93359
N -2.47992 2.03958 -0.33971
C -0.05959 -0.68166 -0.68717
H 5.94672 2.16422 1.59036
C -2.35676 0.71782 -0.36850
H 4.60006 -2.23327 -0.88116
H -4.75294 1.41519 0.55185
C 5.75659 -0.59923 -0.07769
C -0.34883 1.62140 -0.65552
C -8.07341 -0.58923 1.20109
C -3.50582 -0.15345 -0.19769
H -0.28159 -1.73168 -0.64028
C 4.82608 -1.18589 -1.10657
N 5.45551 0.61310 0.36790
H -6.57686 -2.44949 0.29208
H -8.81407 0.10237 1.59994
C 2.39407 -1.10920 -0.99504
*
```

Properties
DFT total energy	-41922.6396	eV
HOMO level	-8.0	eV
structure (SMILES)	COc1cccc(-c2nn(C)c3sc(C(=O)NCc4ccccn4)cc23)c1
frontier orbital gap	8.595	eV
energy relative to the best compared isomer or geometry (same formula, charge and spin)	2.256	eV
E_LUMO	0.60	eV

=====

Formula: C20H18N4O3
Source: the Open Molecules 2025 dataset
Level of theory: the ωB97M-V functional and the def2-TZVPD basis

Structure (ORCA input):
```
! wB97M-V def2-TZVPD RIJCOSX def2/J DEFGRID3
* xyz 0 1
C 2.39939 4.45368 -2.17791
O -0.33560 -0.56637 0.39945
C 0.52022 1.53561 -0.40635
H 1.54041 7.58927 -1.35692
H -1.37375 -2.86564 2.25329
H 3.03729 3.86430 -2.78211
H 2.48438 6.02853 -5.11475
N 0.90034 5.93703 -0.29344
C 0.51742 0.21014 -0.22568
C 2.41679 5.85387 -2.27352
H -4.08772 -3.94983 5.22465
O -2.10159 -4.53149 4.72308
N -1.43020 -3.43717 1.42925
H -0.26243 2.01888 0.20060
H -4.68234 -5.01803 3.17431
H -1.69498 -6.41970 3.83894
C 2.80774 6.89238 -4.47190
C 1.27722 -0.57314 -1.03254
H 2.07748 7.61486 -4.41329
C -1.68801 -5.37499 3.60668
H 2.80677 -0.62275 -2.57618
C 0.92510 4.57982 -0.26364
C -2.59436 -5.31013 2.41653
C -2.00975 -4.61735 1.26907
H 3.14204 1.75664 -2.38862
C 1.60574 3.76152 -1.24783
N 0.87741 -1.91291 -1.04359
N -1.77058 -5.21221 0.18496
H -4.04824 -3.53930 2.25824
C -0.71800 -3.18328 0.19651
C -0.97350 -4.28600 -0.53385
H -2.98440 -2.76989 4.41577
C 2.29190 1.38085 -1.88732
C 1.39447 2.22771 -1.25643
H 0.21469 4.05241 0.45540
H 3.65085 7.26218 -5.09533
O 3.23040 6.47775 -3.13054
C 2.14422 0.00522 -1.92827
C 1.54950 6.54631 -1.31932
C -0.07527 -1.84982 -0.13194
H -0.62507 -5.05344 3.40193
C -3.26678 -3.85408 4.41567
C -3.73369 -4.45644 2.94790
H -2.88819 -6.22590 2.01910
H -0.46733 -4.41912 -1.48007
*
```

Properties
DFT total energy	-33131.1296	eV
HOMO level	-8.3	eV
structure (SMILES)	COc1cncc(-c2ccc3nc(-c4cnc([C@@H]5CCOC5)[nH]4)oc3c2)c1
frontier orbital gap	8.260	eV
energy relative to the best compared isomer or geometry (same formula, charge and spin)	5.541	eV
E_LUMO	0.00	eV

=====

Formula: C20H18N4O3
Source: the Open Molecules 2025 dataset
Level of theory: the ωB97M-V functional and the def2-TZVPD basis

Structure (ORCA input):
```
! wB97M-V def2-TZVPD RIJCOSX def2/J DEFGRID3
* xyz 0 1
C 0.93133 0.72219 -3.88479
C -1.67057 3.32236 3.63065
H 1.71938 1.66536 -2.12971
O 1.14562 1.65987 0.34857
C 1.53681 -1.66526 -2.64228
H -0.44470 -3.86000 2.35251
N -0.28540 0.50742 1.66926
C 1.06283 -1.88957 0.82194
H -1.66922 3.69571 4.64447
C -2.35768 3.54427 1.34494
C 0.14571 -2.99226 -5.72169
H 0.69069 1.65444 -4.37437
C 1.51338 0.73386 -2.63254
C -1.63835 -2.29324 3.15495
H -0.09112 2.06176 5.28794
H 0.77986 1.14410 4.04968
H -2.89967 4.91017 2.90076
H -1.65079 2.01080 0.02208
H 0.19518 -0.44632 -5.50879
C -0.96339 2.16241 3.34067
C -1.66923 2.38665 1.03374
C -2.36189 4.00829 2.64884
C -0.02216 -1.87132 1.75723
C 1.82272 -0.46958 -2.00783
H -0.74672 0.53187 4.68839
H -2.31304 -2.83509 3.78675
H 0.78114 -2.51627 -6.47580
C 2.42218 -0.48068 -0.62540
C 0.94949 -1.67694 -3.90752
H 3.07722 -1.34408 -0.49683
C 0.76078 0.59212 0.76648
N -0.67090 -2.88153 2.42480
H -0.85176 -2.54093 -5.75049
C 0.64812 -0.47123 -4.53004
H 2.96232 0.44740 -0.43245
C -0.98530 1.70170 2.02604
C -0.66637 -0.70824 2.14712
O 0.71497 -2.91053 -4.43897
H 1.76187 -2.60796 -2.16859
H 0.06419 -4.05577 -5.94091
O 1.66949 -2.87099 0.44097
H -2.88906 4.07886 0.57258
C -0.20672 1.43579 4.40710
N 1.36643 -0.60012 0.38497
N -1.66770 -0.98952 3.01560
*
```

Properties
DFT total energy	-33136.6710	eV
HOMO level	-8.4	eV
structure (SMILES)	COc1cccc(Cn2c(=O)c3[nH]cnc3n(-c3ccccc3C)c2=O)c1
frontier orbital gap	9.051	eV
energy relative to the best compared isomer or geometry (same formula, charge and spin)	0.000	eV
E_LUMO	0.66	eV

=====

Formula: C20H19AsN4O5STa
Source: the Open Molecules 2025 dataset
Level of theory: the ωB97M-V functional and the def2-TZVPD basis

Structure (ORCA input):
```
! wB97M-V def2-TZVPD RIJCOSX def2/J DEFGRID3
* xyz 3 1
C -2.78701 -1.47090 -4.47912
H -2.57394 2.84787 3.86910
N -0.16803 1.04452 2.39018
N 0.33122 -2.18234 1.29934
H -1.53221 3.59694 5.94548
H 0.25875 -5.41398 0.42797
H 1.40930 3.51360 -0.28578
N -1.03399 -3.39877 -1.84346
H -1.10458 -4.40327 -1.93591
C -2.28483 1.43196 1.45723
C 0.06881 -3.22360 0.41835
H 0.60458 0.82512 -3.58530
C 3.11976 0.08836 -1.59732
As 1.57719 1.20616 -1.29375
H 3.60439 -0.14668 -0.65248
C -1.35212 1.63707 2.61826
C 0.36003 -4.45129 0.90576
C 2.10267 0.59237 2.74014
C 0.93605 1.70322 -3.03746
H 2.92132 3.29595 -1.19029
H 1.53353 2.09064 5.09094
C 0.82947 -2.64721 2.43485
C 0.70717 1.94657 4.40614
H 3.80482 0.64810 -2.23446
C -2.30568 -2.62617 -3.89837
S 0.97650 -4.31785 2.49712
O -1.62239 0.63248 0.51579
H -3.36282 -1.53818 -5.39175
O 3.14582 0.50676 3.27898
C -1.60581 2.37991 3.73518
C -2.57361 -0.20932 -3.89791
C -0.55938 2.52760 4.67588
C -1.84806 -0.05593 -2.73327
H 0.12571 2.42406 -2.95614
Ta 0.12346 -0.10051 0.59056
C -0.48426 -2.74528 -0.83276
O -0.66106 3.19791 5.78896
N -0.58351 -1.41652 -0.97781
H 2.76913 2.59638 0.43319
C 2.23303 2.83022 -0.48458
H -1.72966 0.91519 -2.27385
H -2.49378 -3.60004 -4.32927
H 1.12510 -2.02125 3.26429
C -1.32958 -1.21199 -2.15854
C 0.84710 1.23029 3.25747
C -1.58614 -2.46089 -2.72238
H -3.00652 0.66160 -4.37098
O -3.36596 1.85978 1.30731
O 1.83711 0.07238 1.47679
H 1.78139 2.16301 -3.55076
H 2.82149 -0.82405 -2.11157
*
```

Properties
DFT total energy	-110450.0834	eV
HOMO level	-17.4	eV
frontier orbital gap	6.477	eV
energy relative to the best compared isomer or geometry (same formula, charge and spin)	0.034	eV
E_LUMO	-10.97	eV